a) Here is a 2-piece molecular cluster, C5H7F overall from the OMol25 dataset. Energies are from ωB97M-V/def2-TZVPD.

The value obtained for the lowest unoccupied orbital energy is -0.81 eV.

```
! wB97M-V def2-TZVPD RIJCOSX def2/J DEFGRID3
* xyz 0 1
C -1.1782 -1.1665 -0.8160
H -1.6577 0.0792 1.2569
H -2.1384 -2.4426 -2.3332
C -0.7778 0.7165 1.0085
H 2.2684 0.8485 0.3908
H -0.8884 1.2786 0.1133
H 0.5782 -1.1964 1.2525
C 0.3526 -0.2143 0.6730
C 1.3950 0.4564 -0.0559
C -1.8544 -1.7468 -1.6231
H 1.0177 1.3476 -0.5526
F -0.4584 1.5704 2.1070
H 1.8669 -0.0966 -0.9085
*
```



b) Here is one molecule with the formula C5H7F from the OMol25 dataset. Energies are from ωB97M-V/def2-TZVPD.

Its SMILES is FC1=CCCC1. The value obtained for the lowest unoccupied orbital energy is 1.16 eV.

```
! wB97M-V def2-TZVPD RIJCOSX def2/J DEFGRID3
* xyz 0 1
C 0.7007 1.1806 0.0708
F 2.6912 0.0176 -0.0934
H -1.6833 -1.0104 0.4683
H -1.3096 1.4258 -0.8395
C 0.3946 -1.1495 0.1512
H 0.5043 -1.8349 -0.6614
H -1.4806 1.3445 0.9382
H 1.2119 2.1529 0.0494
C 1.3830 0.0794 0.0358
H 0.6517 -1.6783 1.0837
C -0.9644 -0.6250 -0.1160
H -1.2188 -0.8748 -1.0962
C -0.8809 0.9722 0.0091
*
```



c) Here is one molecule with the formula C5H7F from the OMol25 dataset. Energies are from ωB97M-V/def2-TZVPD.

Its SMILES is C#CCCCF. The value obtained for the lowest unoccupied orbital energy is 1.00 eV.

```
! wB97M-V def2-TZVPD RIJCOSX def2/J DEFGRID3
* xyz 0 1
H 1.1299 3.3259 0.9365
C -0.4031 -0.0512 1.0352
F 0.3062 -1.6955 -2.3144
H -0.1944 -0.4361 2.0108
H -0.2062 -1.9880 0.3064
H 1.2629 -1.0380 0.1555
C 0.5344 2.4577 0.7356
C 0.0293 1.4145 0.8043
C -0.1906 -0.6862 -1.4261
H 0.3077 0.2713 -1.7522
H -1.4576 -0.0010 0.9223
H -1.3040 -0.5378 -1.5248
C 0.1856 -1.0357 0.1108
*
```



Which structure loses on stability? a) does.



a) Here is one molecule with the formula C2H5N3O from the OMol25 dataset. Energies are from ωB97M-V/def2-TZVPD.

Its SMILES is C=NNC(N)=O. The value obtained for the lowest unoccupied orbital energy is 0.57 eV.

```
! wB97M-V def2-TZVPD RIJCOSX def2/J DEFGRID3
* xyz 0 1
N -1.4799 -0.5755 -0.2550
H 2.9010 0.2216 0.4032
C 0.7701 0.4307 -0.1694
N -0.1808 -0.6368 -0.3399
C -2.1524 0.4134 0.0026
H 0.3187 -1.6064 0.0550
H 2.1098 -1.2714 0.3013
H -1.6786 1.2527 0.4315
N 2.0486 -0.3663 -0.1378
H -3.2961 0.5309 -0.0156
O 0.6397 1.6071 -0.2760
*
```



b) Here is a 2-piece molecular cluster, C2H5N3O overall from the OMol25 dataset. Energies are from ωB97M-V/def2-TZVPD.

The value obtained for the lowest unoccupied orbital energy is 1.08 eV.

```
! wB97M-V def2-TZVPD RIJCOSX def2/J DEFGRID3
* xyz 0 1
N -2.9124 0.0432 -0.1353
H -3.2652 -0.7715 -1.7060
H -0.2058 0.9755 -1.0056
N -2.5675 -0.1885 -1.2401
H 0.7243 -1.3714 0.9085
O -0.2093 1.1196 0.9543
C 0.0990 0.4053 -0.1017
C 0.5118 -0.8383 -0.0226
H 0.5905 -1.4300 -0.9173
H 0.1177 0.8101 1.8284
N -3.0567 0.4170 0.9081
*
```



Which structure loses on stability? b) does.



a) Here is one molecule with the formula C2H5N3O from the OMol25 dataset. Energies are from ωB97M-V/def2-TZVPD.

Its SMILES is C=NO/C=N\N. The value obtained for the lowest unoccupied orbital energy is 0.49 eV.

```
! wB97M-V def2-TZVPD RIJCOSX def2/J DEFGRID3
* xyz 0 1
H 2.3527 -1.2854 0.3975
H -1.2211 2.2254 0.4781
H -2.3162 -1.4316 0.4236
N 0.9405 -0.0939 0.2829
H 2.7222 0.3553 -0.6593
N -1.7507 0.4467 -0.0577
O 0.5273 1.1396 -0.2792
H -0.8974 -1.3614 -0.0968
C 2.1551 -0.3664 -0.1894
C -0.7546 1.2710 0.0066
N -1.7581 -0.8993 -0.3063
*
```



b) Here is one molecule with the formula C2H5N3O from the OMol25 dataset. Energies are from ωB97M-V/def2-TZVPD.

Its SMILES is [H]/N=C(\N)NC=O. The value obtained for the lowest unoccupied orbital energy is 0.59 eV.

```
! wB97M-V def2-TZVPD RIJCOSX def2/J DEFGRID3
* xyz 0 1
O 0.1226 -1.0762 1.7609
N -1.0361 -0.1390 -0.0933
N 0.1049 0.8307 -1.7829
H 1.1767 0.0370 1.1350
H 0.9978 1.1871 -2.1562
H -1.6960 -0.7052 -0.7038
H -1.9276 -1.5479 1.0321
H 1.9828 1.0774 -0.0169
C 0.0954 0.5075 -0.5799
C -0.8439 -1.0671 0.9184
N 1.0233 0.8955 0.4865
*
```



c) Here is one molecule with the formula C2H5N3O from the OMol25 dataset. Energies are from ωB97M-V/def2-TZVPD.

Its SMILES is [H]/N=N/O/C(C)=N/[H]. The value obtained for the lowest unoccupied orbital energy is 0.88 eV.

```
! wB97M-V def2-TZVPD RIJCOSX def2/J DEFGRID3
* xyz 0 1
H 2.6840 -1.1810 -0.9645
H -1.8473 -0.7954 -0.0865
N 1.0260 -0.7220 -1.7096
H -2.0737 0.7972 0.6460
C -1.4076 -0.0641 0.5854
H -1.3059 -0.4848 1.5854
N 0.7186 1.2267 0.5540
H 0.5134 1.5364 1.4989
C -0.0704 0.3943 0.0778
O -0.0380 0.0128 -1.4512
N 1.8010 -0.7200 -0.7358
*
```



Which structure loses on stability? a) does.



a) Here is one molecule with the formula C2H5N3O from the OMol25 dataset. Energies are from ωB97M-V/def2-TZVPD.

Its SMILES is [H]/N=C(/N)ON=C. The value obtained for the lowest unoccupied orbital energy is -0.05 eV.

```
! wB97M-V def2-TZVPD RIJCOSX def2/J DEFGRID3
* xyz 0 1
C 1.0836 -0.0956 -0.1267
H 1.4474 -1.9696 -0.0716
N 1.8927 -1.1665 0.0853
H -1.9216 -1.4151 0.0942
H 0.6744 1.8013 0.2454
H -3.3390 0.2840 0.6092
H 2.5840 1.5323 -0.3734
C -2.3863 -0.2503 0.0241
O -0.1920 -0.4869 -0.3059
N 1.4188 1.2312 0.0416
N -1.2620 0.5351 -0.2223
*
```



b) Here is one molecule with the formula C2H5N3O from the OMol25 dataset. Energies are from ωB97M-V/def2-TZVPD.

Its SMILES is [H]/N=C\NC(N)=O. The value obtained for the lowest unoccupied orbital energy is 0.54 eV.

```
! wB97M-V def2-TZVPD RIJCOSX def2/J DEFGRID3
* xyz 0 1
H -2.1543 0.8716 0.3267
N -2.0483 -0.1161 0.1585
C -0.8173 -0.5981 -0.2127
O -0.6568 -1.6612 -0.7770
N 2.6135 0.5404 0.1093
H -2.8217 -0.5704 -0.3020
C 1.5591 -0.1293 -0.1033
N 0.2414 0.2412 0.1469
H 0.0692 1.0938 0.6654
H 2.3934 1.4523 0.5168
H 1.6218 -1.1241 -0.5287
*
```



Which structure loses on stability? a) does.



a) Here is C5H9NS2 as an isolated structure from the OMol25 dataset. Energies are from ωB97M-V/def2-TZVPD.

The value obtained for the lowest unoccupied orbital energy is -0.02 eV.

```
! wB97M-V def2-TZVPD RIJCOSX def2/J DEFGRID3
* xyz 0 1
S -1.4063 0.1920 -1.1448
H 1.6866 -1.9031 -1.2095
C -0.2588 -1.1654 -0.9345
H 1.1834 1.0578 -1.8869
C -1.1128 1.2784 0.1812
C -0.3684 0.8484 1.4019
N -1.1809 -0.0345 2.1602
H -0.1405 1.6979 2.0618
H 2.8026 0.2504 -1.9195
S -1.7131 2.7569 0.0135
H -1.3498 -0.9274 1.6976
H -0.6897 -0.2427 3.0282
H -0.6650 -1.9902 -1.5250
C 1.7549 0.1660 -1.6794
C 1.1407 -0.9569 -1.3590
H 0.6024 0.4578 1.0087
H -0.2853 -1.4854 0.1057
*
```



b) Here is one molecule with the formula C5H9NS2 from the OMol25 dataset. Energies are from ωB97M-V/def2-TZVPD.

Its SMILES is S=C[C@@H]1NCC[C@@H]1S. The value obtained for the lowest unoccupied orbital energy is -0.25 eV.

```
! wB97M-V def2-TZVPD RIJCOSX def2/J DEFGRID3
* xyz 0 1
H -2.0354 0.9062 0.5906
S 0.1612 2.0919 -0.5162
C 0.1465 0.6898 0.5111
H 0.8801 0.7883 1.4032
C 0.7605 -0.5149 -0.1831
H -0.9483 -2.0585 0.5798
C -1.3125 0.1071 0.7285
H -1.4415 -0.1311 1.8077
C -1.3375 -1.1246 -0.1512
H -0.4828 2.7725 0.5922
S 3.5195 0.0198 0.1603
C 2.1528 -0.0863 -0.6647
H 2.0591 0.2556 -1.6457
H -2.3586 -1.3623 -0.8438
H 0.7997 -1.3102 0.5524
N -0.1839 -0.9356 -1.1628
H -0.3789 -0.1076 -1.7583
*
```



Which structure loses on stability? b) does.



a) Here is a 3-piece molecular cluster, C5H17NO2 overall from the OMol25 dataset. Energies are from ωB97M-V/def2-TZVPD.

Its SMILES is CCCCNC.O.O. The value obtained for the lowest unoccupied orbital energy is 0.58 eV.

```
! wB97M-V def2-TZVPD RIJCOSX def2/J DEFGRID3
* xyz 0 1
H -0.5100 -2.3591 -0.1288
H -1.0595 2.0191 5.9732
N 2.6579 -0.3613 -2.1215
H -3.9592 2.3010 2.3979
H 3.3407 -0.4246 -1.3827
C 2.6835 -1.6104 -2.8339
H -0.0928 2.0824 4.8644
H 0.7066 0.5349 -2.2940
H 2.1058 -2.4859 -2.4936
H 0.3243 -0.1702 0.3785
H -1.0810 -0.7032 -2.6193
H -3.5194 2.6183 3.8788
C -1.4323 -1.2446 -1.7395
H 1.7941 1.0622 -1.0555
H -2.0545 -2.0648 -2.0968
H 1.5497 -1.2444 0.0061
C 0.7319 -0.6991 -0.4829
O -3.8219 2.9918 3.0431
H 3.7287 -1.8736 -2.8968
H 2.2297 -1.5312 -3.8330
H 0.2799 -2.4383 -1.6771
C 1.4161 0.1619 -1.5538
H -2.0112 -0.5875 -1.1048
O -1.0081 1.8094 5.0294
C -0.2111 -1.7936 -0.9980
*
```



b) Here is a 3-piece molecular cluster, C5H17NO2 overall from the OMol25 dataset. Energies are from ωB97M-V/def2-TZVPD.

Its SMILES is CCCNCC.O.O. The value obtained for the lowest unoccupied orbital energy is 0.52 eV.

```
! wB97M-V def2-TZVPD RIJCOSX def2/J DEFGRID3
* xyz 0 1
C -0.1331 -1.3255 -1.5230
H -1.0896 -2.1671 0.1929
H -0.8696 -0.5794 -1.8338
H -0.9201 0.4199 0.2447
O -1.3873 -0.1030 3.8372
H -1.4130 1.8416 -2.1250
H 1.9027 -0.5103 -1.3004
H 0.5667 -2.0968 0.4125
H 1.1055 -0.2022 -2.8439
H 1.7707 2.1689 1.7608
C 0.8902 0.2905 1.2910
C -0.2507 -1.4993 -0.0085
O -2.2883 1.7342 -1.7306
C 1.2582 -0.9470 -2.0618
N -0.3620 -0.2588 0.7472
H 0.8965 0.0814 2.3773
C 1.1456 1.7531 0.9744
H -2.8360 2.0088 -2.4781
H 1.7233 -1.7886 -2.5293
H -1.9475 -0.5331 3.1843
H 1.7006 -0.4037 1.0452
H -0.5826 -2.2167 -1.9628
H 0.2097 2.3141 1.0592
H -0.6302 0.1880 3.2988
H 1.5402 1.8311 -0.0285
*
```



Which structure loses on stability? a) does.